Entry 1:
Here is C30H24AsCl2IN7O4STc as an isolated structure from the OMol25 dataset. Energies are from ωB97M-V/def2-TZVPD.

Results
Kohn-Sham gap (alpha / beta), eV: 5.321 / 5.989
ΔE to the lowest compared entry with this formula, charge and spin, kcal/mol: 5.39
Charge: +1
2S+1: 2
E_HOMO (alpha / beta), eV: -11.120 / -11.137
E_tot, eV: -157132.851

Geometry as XYZ:
```
71
Properties=species:S:1:pos:R:3:forces:R:3:lowdin_spin:R:1
Tc 0.223 0.688 0.025 -0.02 -0.02 0.22 0.98
S -1.454 0.010 1.261 0.00 -0.25 0.18 -0.18
C -2.521 -1.371 0.917 -0.24 0.09 -0.01 0.00
C -3.868 -0.990 0.882 0.02 0.00 -0.01 -0.01
C -4.857 -1.934 0.682 0.03 -0.03 -0.01 0.00
C -4.504 -3.271 0.571 -0.04 0.00 0.01 -0.01
C -3.173 -3.646 0.654 0.02 -0.04 -0.03 0.00
C -2.150 -2.715 0.815 0.06 0.07 -0.02 -0.01
As -0.284 -3.324 0.954 0.02 0.06 -0.07 0.00
C -0.043 -3.882 -0.901 0.02 0.03 0.04 0.00
C 1.100 -4.626 -1.189 0.04 0.01 -0.01 0.00
C 1.362 -5.040 -2.486 0.00 -0.01 -0.01 0.00
C 0.485 -4.711 -3.512 0.00 0.00 0.01 0.00
C -0.655 -3.974 -3.233 0.04 0.01 -0.02 0.00
C -0.916 -3.555 -1.933 -0.06 -0.03 -0.01 0.00
C -0.590 -5.067 1.768 -0.02 -0.01 0.04 0.00
C -0.863 -6.226 1.046 0.01 0.01 -0.02 0.00
C -1.064 -7.429 1.707 0.00 -0.01 0.02 0.00
C -0.997 -7.485 3.092 0.00 0.01 -0.01 0.00
C -0.721 -6.336 3.818 0.00 -0.01 0.00 0.00
C -0.512 -5.134 3.157 0.00 0.02 0.02 0.00
H -4.139 0.049 1.018 0.01 -0.02 0.03 0.00
H -5.894 -1.629 0.636 -0.01 0.00 0.01 0.00
H -5.266 -4.027 0.440 0.00 0.00 -0.01 0.00
H -2.920 -4.697 0.598 0.01 0.00 -0.01 0.00
H 1.786 -4.905 -0.396 0.01 0.02 0.02 0.00
H 2.250 -5.623 -2.695 0.00 0.00 0.00 0.00
H 0.686 -5.034 -4.525 0.00 -0.01 0.00 0.00
H -1.346 -3.727 -4.029 -0.02 0.03 0.00 0.00
H -1.819 -2.990 -1.734 0.01 0.01 0.01 0.00
H -0.915 -6.198 -0.036 0.01 0.01 -0.01 0.00
H -1.274 -8.325 1.137 0.00 0.00 0.00 0.00
H -1.153 -8.425 3.604 0.00 0.00 0.00 0.00
H -0.662 -6.377 4.898 0.00 0.00 0.00 0.00
H -0.284 -4.244 3.733 0.00 0.00 -0.02 0.00
C -3.258 2.337 -0.514 0.01 0.00 -0.01 0.00
C -1.954 2.994 -0.772 -0.07 0.07 0.05 0.00
N -0.741 2.496 -0.577 0.06 -0.03 -0.13 -0.01
C 0.161 3.446 -0.995 -0.01 0.05 -0.09 0.00
C -0.506 4.547 -1.425 -0.01 0.00 0.06 0.00
N -1.831 4.239 -1.270 0.03 -0.02 0.01 0.00
C -0.119 5.874 -1.983 0.03 0.01 -0.03 0.00
O 1.168 6.107 -2.136 -0.03 -0.03 0.00 0.00
O -0.991 6.654 -2.258 -0.01 0.00 0.01 0.00
C 1.583 3.060 -1.032 0.03 -0.08 0.04 0.01
O 2.468 3.832 -1.330 0.00 0.03 -0.04 0.02
O 1.739 1.795 -0.728 0.05 0.16 -0.10 0.05
H -3.199 1.278 -0.760 0.01 0.01 -0.02 0.00
H -4.034 2.790 -1.128 -0.01 0.01 0.01 0.00
H -3.540 2.441 0.536 0.01 -0.01 0.01 0.00
H -2.571 4.881 -1.524 0.00 -0.01 -0.01 0.00
H 1.733 5.340 -1.869 0.00 0.02 0.03 0.00
Cl -1.398 3.177 3.157 -0.05 0.00 0.00 0.00
C -0.094 2.069 3.493 0.14 0.07 -0.16 0.00
Cl 1.085 2.016 2.118 0.04 -0.13 0.12 0.00
H -0.470 1.060 3.623 -0.04 0.04 0.02 0.00
H 0.491 2.416 4.336 -0.06 0.00 0.03 0.00
N -0.338 -0.158 -1.629 0.17 -0.12 -0.12 0.05
C -0.480 -0.397 -2.780 -0.36 0.09 0.19 0.04
N -0.526 -0.659 -3.983 0.58 -0.22 -0.17 0.06
C -1.505 -0.913 -4.823 -0.38 0.21 0.03 0.00
N -2.335 -1.125 -5.596 0.03 -0.10 -0.01 0.03
I 4.789 -3.248 -1.263 0.02 -0.04 -0.04 0.00
C 3.458 -2.069 -0.242 -0.10 0.01 0.06 0.00
C 3.502 -1.735 1.098 0.03 0.04 0.01 0.01
N 2.469 -0.922 1.337 -0.04 0.00 0.00 0.00
N 1.731 -0.728 0.229 -0.03 0.12 -0.05 0.00
C 2.330 -1.420 -0.742 0.01 -0.03 -0.02 0.01
H 4.193 -2.009 1.877 0.01 -0.02 -0.01 0.00
H 2.191 -0.502 2.208 0.01 -0.03 0.02 0.00
H 1.931 -1.419 -1.742 0.01 -0.01 0.01 0.00
```
Forces are in eV/Å.



Entry 2:
Here is C7H10 in the gas phase from the OMol25 dataset. Energies are from ωB97M-V/def2-TZVPD.

Results
SMILES: C=CC(C=C)=CC
Kohn-Sham gap, eV: 7.961
ΔE to the lowest compared entry with this formula, charge and spin, kcal/mol: 121.88
2S+1: 1
E_HOMO, eV: -7.991
E_tot, eV: -7415.750

Geometry as XYZ:
```
17
Properties=species:S:1:pos:R:3:forces:R:3:nbo_charge:R:1
C -1.743 -1.824 -1.056 -2.62 -1.02 -1.03 -0.37
C -1.593 -0.496 -0.723 0.12 -4.13 -0.87 -0.23
C -0.312 -0.007 -0.249 -1.45 1.64 2.93 -0.13
C -0.169 1.414 -0.626 -0.14 -0.48 -0.20 -0.17
C 0.230 2.429 0.224 0.18 -2.11 -1.92 -0.40
C 0.382 -0.567 0.818 2.03 -0.09 -2.54 -0.12
C 1.936 -0.322 0.953 0.37 -1.90 3.27 -0.67
H -1.032 -2.660 -1.406 -0.37 1.87 1.47 0.22
H -2.848 -2.285 -1.210 2.44 1.55 0.07 0.19
H -2.423 0.174 -0.925 -0.06 -0.05 0.62 0.22
H -0.680 1.500 -1.630 2.01 0.84 0.26 0.20
H 1.077 3.005 -0.069 -0.55 1.92 -0.57 0.21
H -0.029 2.368 1.241 0.58 -0.72 1.44 0.19
H 0.137 -1.533 1.305 -0.56 0.78 -0.59 0.21
H 2.177 0.290 1.913 -0.20 -0.35 -2.08 0.22
H 2.322 -1.371 1.400 -0.63 2.03 -1.38 0.21
H 2.567 -0.113 0.039 -1.14 0.23 1.12 0.24
```
Forces are in eV/Å.



Entry 3:
Here is an isolated ion of composition C3H7O2 and charge +1 from the OMol25 dataset. Energies are from ωB97M-V/def2-TZVPD.

Results
Kohn-Sham gap, eV: 9.513
ΔE to the lowest compared entry with this formula, charge and spin, kcal/mol: 32.03
Charge: +1
2S+1: 1
E_HOMO, eV: -16.063
E_tot, eV: -7309.767

Geometry as XYZ:
```
12
Properties=species:S:1:pos:R:3:forces:R:3:nbo_charge:R:1
C 2.039 -0.240 -0.199 -1.71 -0.88 -1.41 0.37
C -1.182 -0.613 -0.006 3.29 -0.10 1.44 -0.63
C -0.109 0.405 0.582 -4.22 -0.99 1.40 0.36
O 0.129 1.576 -0.022 -0.15 1.24 -0.10 -0.69
O 1.056 -0.475 0.565 3.06 0.89 -0.71 -0.32
H 2.743 -1.051 -0.402 0.14 -0.02 1.08 0.22
H 2.079 0.541 -1.001 -0.38 0.21 1.43 0.23
H -1.081 -0.822 -1.026 0.80 -0.36 -1.64 0.23
H -2.143 -0.286 0.075 -2.61 1.20 0.87 0.24
H -0.999 -1.509 0.604 -0.53 0.09 -0.38 0.23
H -0.508 0.570 1.652 1.56 -0.59 -1.19 0.21
H -0.289 2.298 0.513 0.76 -0.71 -0.78 0.53
```
Forces are in eV/Å.



Entry 4:
Here is a 2-piece molecular cluster, C2H5NS overall from the OMol25 dataset. Energies are from ωB97M-V/def2-TZVPD.

Results
Kohn-Sham gap (alpha / beta), eV: 7.228 / 9.781
ΔE to the lowest compared entry with this formula, charge and spin, kcal/mol: 142.76
2S+1: 1
E_HOMO (alpha / beta), eV: -7.647 / -9.784
E_tot, eV: -14474.146

Geometry as XYZ:
```
9
Properties=species:S:1:pos:R:3:forces:R:3:nbo_charge:R:1
C -0.964 0.392 -0.086 -3.38 0.13 -0.09 -0.33
C 1.687 -0.534 0.195 -1.40 1.31 3.98 -0.74
N -2.930 0.173 0.190 4.63 0.40 -0.95 -0.40
S -0.031 -1.011 -0.144 -0.91 -1.63 0.77 0.33
H -0.452 1.253 -0.539 -1.05 0.25 0.34 0.18
H 1.762 0.229 1.073 -0.24 -1.48 -1.43 0.23
H 1.937 -0.059 -0.648 1.58 1.89 -3.08 0.21
H 2.358 -1.348 0.382 -0.16 -0.73 0.09 0.24
H -3.366 0.905 -0.424 0.92 -0.15 0.38 0.28
```
Forces are in eV/Å.